{
  "formula": "C7H13ClNO",
  "method": "wB97M-V/def2-TZVPD",
  "elements": ["O", "C", "Cl", "C", "N", "C", "C", "C", "C", "C", "H", "H", "H", "H", "H", "H", "H", "H", "H", "H", "H", "H", "H"],
  "xyz": [[4.089, -0.951, 0.672], [3.285, -0.064, 0.034], [3.866, 0.576, -1.625], [1.856, 0.405, 0.736], [0.647, 0.161, -0.194], [-0.283, 1.329, 0.034], [-1.829, 1.107, -0.457], [-2.393, -0.317, 0.214], [-1.420, -1.495, -0.467], [0.092, -1.196, 0.165], [1.776, -0.221, 1.741], [1.896, 1.542, 1.092], [1.033, 0.197, -1.164], [0.149, 2.227, -0.624], [-0.279, 1.737, 1.148], [-1.903, 0.966, -1.618], [-2.540, 2.017, -0.159], [-2.092, -0.293, 1.352], [-3.532, -0.497, 0.016], [-1.803, -2.573, -0.221], [-1.423, -1.242, -1.628], [0.800, -1.998, -0.358], [0.007, -1.419, 1.310]],
  "de_lowest_kcal_mol": 58.9,
  "homo_energy_ha": -0.5424,
  "fmax_ha_per_bohr": 0.193,
  "homo_lumo_gap_ev": 10.4,
  "e_lumo_ev": -4.4,
  "charge": 1,
  "smiles": "O=C(Cl)C[NH+]1CCCCC1",
  "spin_multiplicity": 1
}